11
Properties=species:S:1:pos:R:3:lowdin_charge:R:1 method="wB97M-V/def2-TZVPD" de_lowest_ev=2.498 orbital_gap_ev=10.29 total_energy_ev=-8775.19678 total_charge=0 e_homo_ev=-9.42
H 1.2552 1.5055 -1.1101 0.09
N 0.6898 1.0294 -0.4383 0.11
C 1.3184 -0.0582 -0.2575 -0.27
O 0.6473 -1.1725 -0.0464 -0.01
C -0.7629 -0.8751 -0.0467 -0.12
C -0.9861 0.4582 0.6787 -0.35
O -0.5707 0.6084 1.8081 0.02
H 2.4023 -0.1536 -0.2340 0.15
H -1.2082 -1.6750 0.5380 0.13
H -1.1542 -0.8722 -1.0744 0.13
H -1.6672 1.1666 0.1744 0.12

11
Properties=species:S:1:pos:R:3:lowdin_charge:R:1 method="wB97M-V/def2-TZVPD" de_lowest_ev=2.559 orbital_gap_ev=9.77 total_energy_ev=-8775.13572 total_charge=0 e_homo_ev=-9.16
C -1.9128 0.6275 0.1443 -0.08
C -0.2292 -0.6970 -0.6729 -0.09
O -0.5230 0.4946 -0.1593 -0.18
N 1.1155 -0.8837 -0.5467 0.04
C 2.0422 -0.0946 0.1478 -0.29
O 3.1106 -0.5248 0.5030 0.06
H -2.5290 0.4539 -0.7433 0.09
H -2.0414 1.6393 0.5312 0.09
H -2.1607 -0.1058 0.9179 0.09
H 1.4479 -1.8106 -0.7822 0.13
H 1.6985 0.9329 0.3242 0.14

11
Properties=species:S:1:pos:R:3:lowdin_charge:R:1 method="wB97M-V/def2-TZVPD" de_lowest_ev=4.294 orbital_gap_ev=10.26 total_energy_ev=-8773.40038 total_charge=0 e_homo_ev=-9.70
O 1.0808 2.0949 -0.0185 0.05
C 0.3653 1.0616 -0.0620 -0.40
C -1.0808 0.5724 -0.1528 -0.12
C -0.6550 -0.8748 -0.0531 -0.11
N 0.7038 -0.2518 0.2351 -0.12
O 1.9762 -0.7451 -0.2934 -0.01
H -1.7807 0.6892 0.7302 0.12
H -1.7276 0.9334 -1.0925 0.16
H -0.7276 -1.3292 1.1179 0.18
H -0.7263 -1.5297 -0.9090 0.11
H 2.5717 -0.6211 0.4981 0.12

11
Properties=species:S:1:pos:R:3:lowdin_charge:R:1 method="wB97M-V/def2-TZVPD" de_lowest_ev=3.722 orbital_gap_ev=10.70 total_energy_ev=-8773.97295 total_charge=0 e_homo_ev=-9.77
O 2.2103 -0.6090 -0.4821 -0.05
N 1.4931 0.4273 0.1057 0.04
C 0.2564 0.1706 0.1450 -0.25
C -0.9380 0.9939 0.5479 -0.11
O -1.7745 0.1215 -0.2344 -0.11
C -0.7226 -0.8513 -0.3783 -0.11
H 3.1245 -0.2997 -0.4204 0.09
H -0.9842 2.0381 0.2240 0.13
H -1.1855 0.9087 1.6144 0.12
H -0.8935 -1.7092 0.2862 0.13
H -0.5861 -1.1909 -1.4080 0.12